No. 1
Molecular formula: C24H33N3O4P2RhS4
Method: DFT, ωB97M-V/def2-TZVPD

The calculation puts the total energy at -3785.457596 Ha. As for the molar mass: 720.7 g/mol. Its frontier orbital gap is 6.98 eV. As for the relative energy (zero: lowest compared OMol25 entry of this formula, charge and spin): 0.0 kcal/mol.

The geometry in ORCA input format:
```
! RIJCOSX wB97M-V def2-TZVPD def2/J DEFGRID3
* xyz 1 1
Rh -0.321 0.298 -0.356
C 2.255 -1.494 -1.676
P 1.805 -0.341 -0.362
C 2.982 1.023 -0.473
C 2.158 -1.171 1.230
C 1.378 -0.428 2.319
P -0.371 -0.361 1.773
C -1.059 -1.979 2.180
C -1.206 0.857 2.804
H 2.181 -1.004 -2.647
H 1.587 -2.353 -1.664
H 3.281 -1.833 -1.526
H 3.990 0.603 -0.487
H 2.887 1.695 0.380
H 2.828 1.601 -1.384
H 3.232 -1.186 1.418
H 1.822 -2.207 1.141
H 1.736 0.601 2.425
H 1.458 -0.905 3.298
H -0.918 -2.177 3.244
H -0.580 -2.752 1.583
H -2.122 -2.003 1.953
H -1.032 0.599 3.851
H -2.280 0.862 2.609
H -0.807 1.850 2.596
C 3.916 2.080 5.680
C 3.470 2.916 4.514
C 4.406 3.443 3.622
C 4.012 4.252 2.570
C 2.665 4.538 2.406
C 1.714 4.033 3.280
C 2.123 3.220 4.327
S 2.136 5.482 1.011
O 3.163 6.373 0.570
O 0.817 5.990 1.275
N 2.065 4.227 -0.076
C 1.542 4.542 -1.411
C 0.084 4.078 -1.597
C -0.091 2.636 -1.226
O -0.356 1.724 -2.059
O 0.057 2.294 0.015
H 4.765 1.450 5.415
H 3.111 1.444 6.046
H 4.231 2.718 6.508
H 5.457 3.228 3.766
H 4.735 4.673 1.884
H 0.673 4.301 3.148
H 1.390 2.843 5.030
H 1.510 3.494 0.359
H 2.183 4.073 -2.160
H 1.591 5.617 -1.580
H -0.220 4.201 -2.635
H -0.566 4.675 -0.953
S -4.906 1.435 1.276
C -4.222 0.222 0.417
S -2.881 0.511 -0.722
C -2.631 -1.228 -0.821
N -3.549 -1.920 -0.260
N -4.496 -1.105 0.326
C -5.605 -1.775 0.946
C -6.867 -1.200 0.931
C -7.920 -1.875 1.530
C -7.717 -3.109 2.129
C -6.452 -3.680 2.121
C -5.390 -3.018 1.529
S -1.034 -1.737 -1.282
H -7.032 -0.246 0.456
H -8.906 -1.431 1.518
H -8.543 -3.629 2.593
H -6.290 -4.650 2.571
H -4.410 -3.472 1.495
*
```

***

No. 2
Molecular formula: CH3FN2
Method: DFT, ωB97M-V/def2-TZVPD

The calculation puts the total energy at -249.001522 Ha. As for the molar mass: 62.0 g/mol. Its frontier orbital gap (alpha / beta) is 8.50 / 8.56 eV. As for the relative energy (zero: lowest compared OMol25 entry of this formula, charge and spin): 166.4 kcal/mol.

The geometry in ORCA input format:
```
! RIJCOSX wB97M-V def2-TZVPD def2/J DEFGRID3
* xyz 0 1
C -0.849 0.522 -0.205
N -3.008 -0.766 -0.131
N 0.187 -0.274 -0.157
F -3.741 0.310 0.071
H -0.591 1.555 0.351
H 0.851 -0.105 0.544
H 0.025 -1.199 -0.560
*
```

***

No. 3
Molecular formula: C3H7Cs4NO5S
Method: DFT, ωB97M-V/def2-TZVPD

The calculation puts the total energy at -1027.351080 Ha. As for the molar mass: 700.8 g/mol. Its frontier orbital gap is 6.39 eV.

The geometry in ORCA input format:
```
! RIJCOSX wB97M-V def2-TZVPD def2/J DEFGRID3
* xyz 2 1
Cs -0.416 -11.366 9.178
Cs 0.818 -11.153 6.229
Cs 2.856 -12.154 8.929
Cs 3.665 -8.155 10.199
S 2.249 -9.415 8.090
O 3.523 -9.886 8.518
O 1.312 -10.514 8.401
O 1.884 -8.235 8.899
O 2.163 -9.253 6.620
C 2.455 -7.510 4.707
C 3.772 -7.503 5.382
O 4.642 -6.802 4.823
N 3.887 -8.125 6.585
C 5.020 -8.086 7.446
H 2.469 -7.071 3.709
H 1.891 -6.832 5.347
H 1.989 -8.487 4.579
H 3.114 -8.722 6.845
H 4.614 -7.626 8.347
H 5.753 -7.396 7.028
H 5.423 -9.086 7.604
*
```

***

No. 4
Molecular formula: C4H5Cl2NOS
Method: DFT, ωB97M-V/def2-TZVPD

The calculation puts the total energy at -1603.836897 Ha. As for the molar mass: 186.1 g/mol. Its frontier orbital gap (alpha / beta) is 6.58 / 8.49 eV. As for the relative energy (zero: lowest compared OMol25 entry of this formula, charge and spin): 50.5 kcal/mol.

The geometry in ORCA input format:
```
! RIJCOSX wB97M-V def2-TZVPD def2/J DEFGRID3
* xyz 0 1
C 0.374 0.999 1.470
C 1.417 0.217 0.591
C 1.025 -1.210 0.605
C -1.629 0.001 -1.596
N -1.366 -0.042 -0.172
O 0.698 1.532 2.538
S -1.071 1.348 0.547
Cl 0.744 -2.003 2.063
Cl 1.134 -2.016 -0.908
H 1.384 0.505 -0.427
H 2.455 0.570 1.085
H -1.918 -0.955 -1.837
H -2.514 0.564 -1.820
H -0.733 0.489 -2.139
*
```

***

No. 5
Molecular formula: C5H7BN2O2
Method: DFT, ωB97M-V/def2-TZVPD

The calculation puts the total energy at -479.555902 Ha. As for the molar mass: 137.9 g/mol. The structure (SMILES) is [H]/N=C1\C=CC=NC1.O=BO. Its frontier orbital gap is 8.93 eV. As for the relative energy (zero: lowest compared OMol25 entry of this formula, charge and spin): 62.3 kcal/mol.

The geometry in ORCA input format:
```
! RIJCOSX wB97M-V def2-TZVPD def2/J DEFGRID3
* xyz 0 1
H 0.487 -1.971 -0.787
N 0.053 -1.129 -1.174
C -0.103 -0.120 -0.448
C 0.231 0.025 0.969
C -0.522 0.843 1.825
C -1.537 1.729 1.233
N -1.738 1.674 -0.017
C -0.869 0.978 -1.010
H 0.989 -0.619 1.355
H -0.381 0.842 2.824
H -2.126 2.237 2.021
H -1.747 0.672 -1.805
H -0.265 1.773 -1.342
O 3.019 -2.029 -0.524
B 2.613 -0.893 -0.754
O 2.283 0.377 -0.994
H 3.177 0.779 -1.194
*
```

***

No. 6
Molecular formula: C5H9O3
Method: DFT, ωB97M-V/def2-TZVPD

The calculation puts the total energy at -421.690228 Ha. As for the molar mass: 117.1 g/mol. Its frontier orbital gap is 8.17 eV. As for the relative energy (zero: lowest compared OMol25 entry of this formula, charge and spin): 10.7 kcal/mol.

The geometry in ORCA input format:
```
! RIJCOSX wB97M-V def2-TZVPD def2/J DEFGRID3
* xyz -1 1
O -1.884 0.431 -0.794
C -0.855 0.658 -0.108
O -0.779 0.972 1.102
C 0.497 0.432 -0.861
C 1.623 -0.005 0.125
C 2.720 -0.643 -0.669
C 2.741 -1.869 -1.191
H 0.708 1.489 -1.117
H 0.443 -0.187 -1.742
H 1.163 -0.709 0.821
H 1.919 0.857 0.708
H 3.648 -0.079 -0.778
H 1.863 -2.511 -1.167
H 3.550 -2.216 -1.821
H -3.635 -0.284 1.084
H -2.443 0.453 1.704
O -3.315 0.050 1.931
*
```

***

No. 7
Molecular formula: C26H30BFN8O3S2SeTi
Method: DFT, ωB97M-V/def2-TZVPD

The calculation puts the total energy at -5844.480992 Ha. As for the molar mass: 723.3 g/mol. Its frontier orbital gap (alpha / beta) is 4.99 / 5.89 eV. As for the relative energy (zero: lowest compared OMol25 entry of this formula, charge and spin): 13.2 kcal/mol.

The geometry in ORCA input format:
```
! RIJCOSX wB97M-V def2-TZVPD def2/J DEFGRID3
* xyz 1 2
Ti 1.994 1.374 -1.466
F -3.736 0.965 2.027
C -2.776 0.019 1.884
C -1.705 0.282 1.069
C -0.729 -0.707 0.875
C 0.386 -0.487 0.018
O 0.495 0.665 -0.599
C 1.335 -1.539 -0.160
C 1.139 -2.714 0.498
N 0.109 -2.930 1.353
C -0.019 -4.206 2.011
C 0.187 -4.276 3.498
C 1.207 -4.860 2.567
C -0.877 -1.952 1.541
C -1.967 -2.175 2.365
C -2.934 -1.184 2.558
N -4.053 -1.458 3.407
C -5.235 -1.935 2.711
C -6.172 -2.597 3.704
N -6.506 -1.607 4.789
C -5.268 -1.066 5.459
C -4.387 -0.446 4.391
C 2.557 -1.456 -0.998
O 3.248 -2.400 -1.270
O 2.871 -0.218 -1.424
H -1.622 1.236 0.569
H 1.833 -3.531 0.364
H -0.779 -4.846 1.576
H -0.444 -4.946 4.065
H 0.450 -3.351 3.992
H 1.277 -5.934 2.477
H 2.146 -4.332 2.477
H -2.079 -3.107 2.899
H -4.944 -2.673 1.964
H -5.765 -1.125 2.182
H -5.689 -3.440 4.194
H -7.106 -2.915 3.246
H -7.122 -2.038 5.479
H -7.021 -0.826 4.376
H -4.780 -1.910 5.942
H -5.589 -0.340 6.204
H -3.474 -0.076 4.857
H -4.905 0.423 3.959
C -0.871 3.916 -2.796
N 0.185 3.984 -3.787
C 0.634 5.126 -4.413
C 1.677 4.754 -5.187
N 1.860 3.399 -5.046
B 2.988 2.607 -5.762
N 3.916 1.881 -4.711
C 4.762 0.891 -5.150
C 5.562 0.523 -4.125
N 5.199 1.290 -3.046
C 5.833 1.223 -1.738
C 4.188 2.108 -3.423
S 3.383 3.179 -2.303
C 0.950 2.947 -4.187
S 0.761 1.331 -3.605
H -1.463 4.825 -2.860
H -0.446 3.831 -1.793
H -1.500 3.051 -2.990
H 0.173 6.083 -4.248
H 2.311 5.331 -5.834
H 3.652 3.411 -6.358
H 2.531 1.753 -6.470
H 4.716 0.537 -6.164
H 6.343 -0.213 -4.060
H 6.042 0.181 -1.505
H 5.171 1.641 -0.987
H 6.756 1.801 -1.741
Se 2.240 2.427 0.850
C 3.915 3.194 0.883
N 4.980 3.632 0.923
*
```

***

No. 8
Molecular formula: C20H27BrN2O4
Method: DFT, ωB97M-V/def2-TZVPD

The calculation puts the total energy at -3762.844156 Ha. As for the molar mass: 439.3 g/mol. The structure (SMILES) is CCOc1cc(Br)c(CN2C(=O)NC3(CCCCCC3)C2=O)cc1OCC. Its frontier orbital gap is 8.87 eV. As for the relative energy (zero: lowest compared OMol25 entry of this formula, charge and spin): 2.1 kcal/mol.

The geometry in ORCA input format:
```
! RIJCOSX wB97M-V def2-TZVPD def2/J DEFGRID3
* xyz 0 1
C 2.845 -4.120 -4.344
C 1.593 -3.309 -4.663
O 1.527 -2.094 -3.941
C 1.210 -2.097 -2.614
C 0.776 -3.223 -1.928
C 0.397 -3.157 -0.598
Br -0.168 -4.775 0.223
C 0.447 -1.969 0.108
C -0.017 -1.816 1.530
N -1.009 -0.764 1.609
C -2.214 -0.814 0.890
O -2.585 -1.733 0.210
N -2.834 0.361 1.131
C -2.081 1.263 1.982
C -1.704 2.523 1.187
C -1.004 3.613 1.996
C -1.962 4.372 2.915
C -2.124 3.768 4.314
C -2.078 2.240 4.370
C -2.878 1.541 3.270
C -0.832 0.423 2.250
O 0.148 0.730 2.887
C 0.916 -0.854 -0.572
C 1.303 -0.879 -1.905
O 1.682 0.329 -2.406
C 2.619 0.423 -3.468
C 3.975 -0.168 -3.103
H 3.734 -3.532 -4.562
H 2.861 -5.019 -4.954
H 2.871 -4.408 -3.296
H 0.686 -3.904 -4.507
H 1.615 -2.990 -5.709
H 0.698 -4.173 -2.431
H -0.459 -2.745 1.900
H 0.806 -1.515 2.185
H -3.725 0.592 0.729
H -1.059 2.213 0.360
H -2.621 2.932 0.750
H -0.572 4.317 1.282
H -0.184 3.180 2.568
H -1.606 5.398 3.034
H -2.937 4.434 2.426
H -1.329 4.143 4.961
H -3.072 4.118 4.729
H -1.045 1.900 4.325
H -2.474 1.929 5.339
H -3.761 2.130 3.011
H -3.225 0.572 3.640
H 0.989 0.092 -0.055
H 2.709 1.501 -3.632
H 2.228 -0.044 -4.376
H 4.682 0.019 -3.907
H 3.895 -1.241 -2.950
H 4.349 0.287 -2.189
*
```

***

No. 9
Molecular formula: C17H23N3O3
Method: DFT, ωB97M-V/def2-TZVPD

The calculation puts the total energy at -1051.608940 Ha. As for the molar mass: 317.4 g/mol. The structure (SMILES) is CC(C)C[C@H](N)C(=O)N[C@@H](Cc1c[nH]c2ccccc12)C(=O)O. Its frontier orbital gap is 8.37 eV. As for the relative energy (zero: lowest compared OMol25 entry of this formula, charge and spin): 41.9 kcal/mol.

The geometry in ORCA input format:
```
! RIJCOSX wB97M-V def2-TZVPD def2/J DEFGRID3
* xyz 0 1
C -3.273 2.896 -2.895
C -2.818 1.559 -2.296
C -3.357 0.295 -3.002
C -3.292 1.572 -0.800
C -3.076 0.272 0.009
N -3.774 0.325 1.364
C -1.590 -0.052 0.188
O -0.772 -0.042 -0.712
N -1.216 -0.332 1.448
C 0.123 -0.803 1.747
C 1.184 0.364 1.793
C 2.572 -0.062 1.561
C 3.530 -0.126 2.556
N 4.742 -0.540 2.003
C 4.560 -0.862 0.688
C 5.406 -1.437 -0.252
C 4.910 -1.562 -1.554
C 3.578 -1.340 -1.894
C 2.728 -0.740 -0.914
C 3.241 -0.501 0.333
C 0.004 -1.677 2.952
O -0.896 -1.809 3.738
O 1.127 -2.297 3.167
H -2.931 2.852 -3.964
H -4.332 2.932 -2.889
H -2.899 3.754 -2.364
H -1.739 1.536 -2.270
H -4.447 0.148 -2.906
H -3.053 0.494 -4.089
H -2.740 -0.571 -2.647
H -2.757 2.412 -0.364
H -4.361 1.843 -0.812
H -3.519 -0.482 -0.601
H -4.789 0.579 1.238
H -3.389 1.173 1.894
H -1.960 -0.518 2.144
H 0.464 -1.488 0.843
H 0.899 1.009 0.916
H 1.092 0.936 2.748
H 3.385 0.080 3.601
H 5.497 -0.886 2.616
H 6.442 -1.761 -0.021
H 5.530 -2.149 -2.278
H 3.260 -1.584 -2.872
H 1.659 -0.522 -1.070
H 1.046 -2.890 3.919
*
```

***

No. 10
Molecular formula: C36H31N14O2P2STi
Method: DFT, ωB97M-V/def2-TZVPD

The calculation puts the total energy at -4237.954431 Ha. As for the molar mass: 833.6 g/mol. Its frontier orbital gap (alpha / beta) is 7.00 / 7.09 eV. As for the relative energy (zero: lowest compared OMol25 entry of this formula, charge and spin): 22.9 kcal/mol.

The geometry in ORCA input format:
```
! RIJCOSX wB97M-V def2-TZVPD def2/J DEFGRID3
* xyz 0 2
Ti -0.947 -1.284 -0.663
N 2.026 -0.153 1.032
P 1.498 -1.214 2.313
C 3.129 -1.874 2.841
C 3.345 -2.095 4.201
C 4.520 -2.679 4.644
C 5.497 -3.059 3.733
C 5.281 -2.865 2.378
C 4.100 -2.286 1.933
C 1.189 0.018 3.635
C 1.877 1.226 3.721
C 1.559 2.138 4.713
C 0.557 1.851 5.633
C -0.131 0.650 5.555
C 0.178 -0.259 4.550
P 0.881 0.442 -0.153
C 2.115 1.135 -1.294
C 2.020 0.936 -2.667
C 2.989 1.459 -3.510
C 4.054 2.179 -2.992
C 4.165 2.363 -1.620
C 3.202 1.840 -0.772
C 0.170 1.814 0.826
C -0.866 1.465 1.691
C -1.435 2.413 2.527
C -0.989 3.725 2.487
C 0.021 4.085 1.606
C 0.600 3.135 0.777
H 2.805 -0.571 0.530
H 2.592 -1.792 4.919
H 4.675 -2.837 5.704
H 6.417 -3.510 4.079
H 6.026 -3.177 1.658
H 3.943 -2.205 0.863
H 2.648 1.451 2.995
H 2.090 3.081 4.766
H 0.308 2.571 6.402
H -0.918 0.424 6.263
H -0.391 -1.179 4.462
H 1.202 0.357 -3.068
H 2.917 1.297 -4.578
H 4.803 2.591 -3.656
H 5.004 2.908 -1.208
H 3.295 1.965 0.299
H -1.235 0.444 1.736
H -2.226 2.122 3.206
H -1.432 4.467 3.139
H 0.356 5.114 1.556
H 1.375 3.431 0.083
N -5.255 3.370 -6.199
C -4.409 2.716 -5.333
C -4.488 2.952 -3.952
C -3.662 2.280 -3.081
C -2.751 1.354 -3.581
C -2.663 1.098 -4.938
C -3.490 1.777 -5.811
S -1.672 0.618 -2.422
O -0.867 -0.484 -2.980
O -0.907 1.699 -1.861
N -2.553 -0.098 -1.258
C -3.122 -1.252 -1.826
N -2.456 -2.368 -1.482
C -2.849 -3.528 -2.008
C -3.915 -3.574 -2.877
C -4.535 -2.368 -3.176
N -4.146 -1.204 -2.663
H -5.722 4.196 -5.871
H -5.023 3.367 -7.176
H -5.206 3.669 -3.573
H -3.716 2.454 -2.014
H -1.953 0.367 -5.304
H -3.431 1.585 -6.876
H -2.302 -4.411 -1.702
H -4.250 -4.507 -3.304
H -5.375 -2.319 -3.859
N -0.346 -4.243 0.860
C 0.641 -3.738 0.044
N 1.871 -4.182 -0.047
N 2.469 -3.339 -0.923
N 1.656 -2.437 -1.323
N 0.439 -2.666 -0.745
C -1.345 -3.430 1.347
N -2.277 -3.801 2.191
N -3.033 -2.691 2.376
N -2.596 -1.714 1.679
N -1.492 -2.136 1.001
H -0.131 -5.069 1.393
*
```

***

No. 11
Molecular formula: C23H28F3P
Method: DFT, ωB97M-V/def2-TZVPD

The calculation puts the total energy at -1534.127730 Ha. As for the molar mass: 392.4 g/mol. The structure (SMILES) is Fc1ccccc1.Fc1ccccc1.Fc1ccccc1.CCCCPC. Its frontier orbital gap is 9.37 eV.

The geometry in ORCA input format:
```
! RIJCOSX wB97M-V def2-TZVPD def2/J DEFGRID3
* xyz 0 1
F -1.757 1.492 2.375
C -0.636 2.004 1.814
C 0.045 1.243 0.887
C 1.197 1.778 0.325
C 1.640 3.042 0.688
C 0.928 3.782 1.622
C -0.224 3.264 2.198
H -0.329 0.266 0.617
H 1.745 1.199 -0.407
H 2.533 3.455 0.238
H 1.268 4.769 1.906
H -0.797 3.818 2.929
F 1.562 -2.435 -2.623
C 1.745 -3.726 -2.971
C 1.054 -4.700 -2.280
C 1.245 -6.026 -2.643
C 2.111 -6.355 -3.676
C 2.792 -5.351 -4.352
C 2.612 -4.020 -4.003
H 0.388 -4.417 -1.478
H 0.711 -6.805 -2.114
H 2.256 -7.390 -3.954
H 3.468 -5.602 -5.158
H 3.129 -3.220 -4.515
F 0.815 5.923 -0.762
C 1.281 7.166 -0.527
C 2.363 7.619 -1.255
C 2.838 8.898 -1.001
C 2.236 9.694 -0.036
C 1.150 9.209 0.680
C 0.661 7.933 0.438
H 2.814 6.979 -2.001
H 3.684 9.272 -1.562
H 2.612 10.689 0.157
H 0.678 9.827 1.432
H -0.186 7.533 0.979
C -2.657 -5.848 2.928
C -3.104 -4.577 2.193
C -2.120 -3.419 2.346
C -2.665 -2.072 1.868
P -2.447 -1.637 0.058
C -2.283 -3.255 -0.834
H -1.843 -5.639 3.623
H -2.303 -6.615 2.237
H -3.472 -6.288 3.502
H -4.078 -4.249 2.561
H -3.241 -4.799 1.134
H -1.850 -3.331 3.402
H -1.184 -3.658 1.826
H -3.724 -2.004 2.123
H -2.166 -1.268 2.409
H -3.807 -1.411 -0.245
H -1.687 -3.074 -1.728
H -3.237 -3.674 -1.146
H -1.763 -3.992 -0.224
*
```

***

No. 12
Molecular formula: F3NO3S
Method: DFT, ωB97M-V/def2-TZVPD

The calculation puts the total energy at -978.023181 Ha. As for the molar mass: 151.1 g/mol. The structure (SMILES) is O=S(=O)(F)ON(F)F. Its frontier orbital gap (alpha / beta) is 9.84 / 9.84 eV. As for the relative energy (zero: lowest compared OMol25 entry of this formula, charge and spin): 75.7 kcal/mol.

The geometry in ORCA input format:
```
! RIJCOSX wB97M-V def2-TZVPD def2/J DEFGRID3
* xyz 0 1
O -1.607 -1.336 -0.183
S -1.013 -0.120 0.114
O -0.651 0.200 1.462
F -1.708 1.077 -0.630
O 0.535 0.072 -1.170
N 1.559 0.092 -0.476
F 1.422 -1.118 0.467
F 1.463 1.133 0.417
*
```